Record 1
ORCA calculation (ωB97M-V/def2-TZVPD) on 2 unconnected molecules or ions with the total composition C5H14N2O in a non-equilibrium geometry.

HOMO-LUMO gap	9.997	eV
HOMO	-9.180	eV
electronic energy	-383.5442	a.u.
SMILES	C=NCC[C@@H](C)N.O
energy relative to the best compared isomer or geometry (same formula, charge and spin)	410.9	kJ/mol

The geometry in XYZ format:
```
22
C5H14N2O (ωB97M-V/def2-TZVPD)
C 1.4380 -0.6185 -2.0980
C 1.1999 0.5945 -1.1301
C 0.0286 0.5277 -0.1531
C 0.3632 1.1045 1.2581
C -1.3463 -0.0541 2.3721
N -0.2005 0.4028 2.4269
N 1.2278 1.8496 -1.9515
H 0.7449 -1.1939 -2.6503
H 1.9675 -1.4288 -1.6606
H 2.4344 -0.2772 -2.6353
H 2.0643 0.4826 -0.4464
H -0.9205 1.0628 -0.5498
H -0.4845 -0.4008 0.1008
H 1.4186 1.1749 1.5122
H 0.1834 2.3058 1.4291
H -2.0732 0.0980 1.5869
H -1.7165 -0.5851 3.2500
H 1.3102 1.8356 -2.9885
H 1.9418 2.3964 -1.6523
H -3.9103 -3.4810 1.1807
H -2.4490 -2.9815 1.6441
O -3.2217 -2.8142 1.1550
```



Record 2
ORCA calculation (ωB97M-V/def2-TZVPD) on a molecular structure, C33H28BIrN6S5.

HOMO-LUMO gap (spin up / spin down)	7.096 / 6.114	eV
HOMO (spin up / spin down)	-7.172 / -8.153	eV
electronic energy	-3723.0639	a.u.
2S+1	5

The geometry in XYZ format:
```
74
C33H28BIrN6S5 (ωB97M-V/def2-TZVPD)
Ir 0.4175 0.0915 -0.0155
C -3.9198 -2.4107 2.1850
C -2.5854 -1.7571 2.3046
C -1.6388 -1.8828 3.3040
C -0.5781 -1.0537 2.9150
N -0.8765 -0.4651 1.7634
N -2.1013 -0.9033 1.3806
B -2.7525 -0.3264 0.0910
N -2.4680 1.1872 0.0372
N -1.2012 1.6730 -0.0146
C -1.2838 3.0014 -0.0522
C -2.6356 3.3808 -0.0241
C -3.3500 2.2062 0.0323
C -4.8266 2.0041 0.0817
C -0.1094 3.8966 -0.1133
C -0.3092 5.2766 -0.1495
C 0.7629 6.1521 -0.2072
C 2.0622 5.6675 -0.2300
C 2.2766 4.2975 -0.1945
C 1.2002 3.4268 -0.1369
N -2.1773 -0.9805 -1.1979
N -0.9787 -0.5670 -1.6786
C -0.7474 -1.2241 -2.8084
C -1.8267 -2.0747 -3.0829
C -2.7127 -1.8884 -2.0384
C -4.0354 -2.5332 -1.8002
C 0.4939 -1.0168 -3.5679
C 1.2590 0.1324 -3.3898
C 2.4427 0.3052 -4.0896
C 2.8717 -0.6628 -4.9861
C 2.1056 -1.8041 -5.1829
C 0.9254 -1.9789 -4.4785
C 0.7060 -0.8050 3.5857
C 1.1925 -1.7131 4.5236
C 2.4125 -1.4998 5.1448
C 3.1638 -0.3737 4.8360
C 2.6808 0.5411 3.9116
C 1.4576 0.3302 3.2952
H -4.1660 -2.9094 3.1206
H -3.9240 -3.1613 1.3934
H -4.7031 -1.6880 1.9602
H -1.7247 -2.4802 4.1948
H -3.9315 -0.5184 0.1316
H -3.0484 4.3732 -0.0419
H -5.3226 2.9728 0.0669
H -5.1270 1.4779 0.9877
H -5.1786 1.4247 -0.7718
H -1.3146 5.6740 -0.1326
H 0.5808 7.2186 -0.2344
H 2.9001 6.3506 -0.2750
H 3.2828 3.8995 -0.2114
H 1.3990 2.3615 -0.1101
H -1.9636 -2.7248 -3.9292
H -4.3361 -3.0859 -2.6883
H -4.8060 -1.7983 -1.5711
H -3.9894 -3.2361 -0.9673
H 0.9156 0.9121 -2.7186
H 3.0282 1.2023 -3.9353
H 3.7958 -0.5277 -5.5325
H 2.4319 -2.5649 -5.8798
H 0.3467 -2.8828 -4.6199
H 0.6245 -2.6059 4.7519
H 2.7809 -2.2193 5.8643
H 4.1188 -0.2088 5.3174
H 3.2548 1.4264 3.6704
H 1.0736 1.0700 2.6011
S 5.6940 -5.1003 -0.0017
C 4.4899 -4.0051 0.0022
S 2.8078 -4.4103 0.0575
C 2.1597 -2.7888 0.0240
C 3.1168 -1.7719 -0.0337
S 2.7711 -0.1132 -0.0774
S 4.7673 -2.2893 -0.0619
S 0.5167 -2.5100 0.0588
```



Record 3
ORCA calculation (ωB97M-V/def2-TZVPD) on a molecular structure, C33H34B2CoF3N10O3S2 in a non-equilibrium geometry.

HOMO-LUMO gap (spin up / spin down)	5.795 / 4.737	eV
HOMO (spin up / spin down)	-5.657 / -7.441	eV
electronic energy	-4579.8543	a.u.
2S+1	5
energy relative to the best compared isomer or geometry (same formula, charge and spin)	384.6	kJ/mol

The geometry in XYZ format:
```
88
C33H34B2CoF3N10O3S2 (ωB97M-V/def2-TZVPD)
Co 0.2967 -1.5808 0.8524
C 3.1662 0.8917 0.3227
N 3.3894 0.5307 1.6928
C 3.8517 1.3393 2.6934
C 3.9011 0.5837 3.8200
N 3.4752 -0.6765 3.5268
B 3.4387 -1.7969 4.6212
N 2.4598 -2.9156 4.2051
C 2.8393 -4.0842 3.6269
C 1.7352 -4.8492 3.4056
N 0.6647 -4.1359 3.8492
C -0.7186 -4.5163 3.7924
C 1.1229 -2.9561 4.3410
S 0.1014 -1.8353 5.0758
C 3.1661 -0.6996 2.2259
S 2.6337 -2.0175 1.2781
H 3.0465 1.9715 0.2497
H 2.2650 0.3912 -0.0463
H 4.0131 0.5799 -0.2933
H 4.1072 2.3650 2.5267
H 4.1934 0.8399 4.8162
H 3.0585 -1.2945 5.6269
H 4.5319 -2.2593 4.6955
H 3.8701 -4.2908 3.4273
H 1.6388 -5.8144 2.9531
H -0.7943 -5.5219 3.3873
H -1.2718 -3.8285 3.1476
H -1.1559 -4.4801 4.7912
C -4.9089 -0.1208 -4.2063
C -3.8844 -1.1369 -4.7165
C -3.3232 -0.6778 -6.0602
C -2.2688 -1.6604 -6.5483
C -1.1729 -1.7358 -5.5281
C 0.1333 -2.0108 -5.8946
C 1.1290 -2.0522 -4.9304
F 2.3869 -2.3555 -5.3133
C 0.8688 -1.7785 -3.6109
C -0.4481 -1.5032 -3.2212
C -0.7287 -1.2494 -1.8245
O 0.2348 -1.0078 -1.0294
C -2.1067 -1.3140 -1.4595
C -3.0566 -1.3321 -2.4400
N -2.7863 -1.3054 -3.7633
C -1.4847 -1.5048 -4.1796
C -2.6080 -1.4308 -0.0147
O -3.8131 -1.3654 0.1677
O -1.7448 -1.5978 0.9040
H -5.5365 0.2011 -5.0333
H -4.4062 0.7512 -3.7953
H -5.5587 -0.5379 -3.4437
H -4.3797 -2.1086 -4.8534
H -2.8774 0.3121 -5.9413
H -4.1330 -0.6054 -6.7860
H -1.8664 -1.3461 -7.5123
H -2.7227 -2.6466 -6.6838
H 0.3881 -2.2059 -6.9243
H 1.6488 -1.8043 -2.8681
H -4.0901 -1.3698 -2.1351
C -1.2849 1.6157 0.2459
C -0.5689 1.4578 1.5305
N 0.1885 0.4529 1.9177
C 0.6066 0.7537 3.1850
C 0.1019 1.9558 3.5622
N -0.6488 2.4011 2.5042
C -1.4448 3.5926 2.4859
N -1.0944 4.4969 1.4277
N -2.0597 5.0472 0.6635
N -1.5641 5.8640 -0.1627
C -0.2116 5.9016 0.0035
C 0.7852 6.6309 -0.6424
C 2.0795 6.4272 -0.2260
C 2.3958 5.5117 0.7872
C 1.4290 4.7784 1.4409
C 0.1161 4.9996 1.0479
H -1.1388 0.7302 -0.3596
H -0.9302 2.4836 -0.3108
H -2.3528 1.7427 0.4303
H 1.2135 0.0870 3.7619
H 0.2053 2.5100 4.4715
H -1.3287 4.0886 3.4564
H -2.5069 3.3628 2.3347
H 0.5288 7.3163 -1.4335
H 2.8808 6.9790 -0.6940
H 3.4331 5.3863 1.0603
H 1.6778 4.0682 2.2146
F -0.4920 -3.8158 -0.9245
B 0.0138 -3.5590 0.2846
F 0.0635 -4.7092 0.9696
```



Record 4
ORCA calculation (ωB97M-V/def2-TZVPD) on a molecular structure, C46H38As2N5O14RhS in a non-equilibrium geometry.

HOMO-LUMO gap	6.699	eV
HOMO	-8.441	eV
electronic energy	-8082.8367	a.u.

The geometry in XYZ format:
```
107
C46H38As2N5O14RhS (ωB97M-V/def2-TZVPD)
Rh 0.8603 2.0900 0.1436
C 1.5017 4.1022 5.5358
C 0.3225 3.9491 4.8243
C 0.2967 3.1662 3.6790
C 1.4582 2.5376 3.2672
C 2.6368 2.6589 3.9868
C 2.6566 3.4525 5.1190
N 1.4345 1.6807 2.1046
N 1.8389 0.5299 2.3853
C 1.9095 -0.3677 1.3124
C 2.3937 -1.6385 1.6216
C 2.5730 -2.5393 0.5891
C 2.2631 -2.1415 -0.7071
C 1.7528 -0.8735 -0.9733
C 1.5502 0.0740 0.0303
H 1.5233 4.7283 6.4170
H -0.5830 4.4403 5.1541
H -0.6188 3.0341 3.1226
H 3.5253 2.1455 3.6493
H 3.5764 3.5644 5.6758
H 2.6267 -1.8912 2.6473
H 2.9528 -3.5335 0.7819
H 2.4216 -2.8381 -1.5212
H 1.4846 -0.6457 -1.9946
S -2.4319 2.7116 -2.7855
C -1.2387 1.8445 -3.7045
C -1.3256 1.3652 -5.0078
C -0.1972 0.7994 -5.5663
C 1.0014 0.7286 -4.8467
C 1.0811 1.1785 -3.5456
C -0.0621 1.7165 -2.9595
N -0.1586 2.2531 -1.6848
C -1.3043 2.8620 -1.4909
C -1.4217 3.7567 -0.3504
C -2.4182 4.7257 -0.2352
C -2.2164 5.7826 0.6313
C -1.0062 5.8904 1.3143
C -0.0331 4.9058 1.2102
C -0.2632 3.7768 0.4349
H -2.2434 1.4535 -5.5735
H -0.2335 0.4303 -6.5817
H 1.8868 0.3244 -5.3198
H 2.0121 1.1468 -3.0023
H -3.3128 4.6799 -0.8445
H -2.9712 6.5496 0.7351
H -0.8170 6.7646 1.9243
H 0.9084 5.0171 1.7325
C 0.3932 -2.7230 -3.7961
O -0.5302 -2.4373 -2.7348
C -0.7321 -3.4092 -1.8311
O -0.1670 -4.4736 -1.8470
C -1.7567 -2.9992 -0.8264
C -2.4949 -3.9754 -0.2987
As -3.8625 -3.8974 1.1748
C -5.2239 -4.9987 0.2946
C -4.2416 -2.0828 0.6273
C -3.1365 -1.3328 0.8587
As -1.9337 -0.9931 -0.6543
C -3.1752 -0.8455 -2.1723
C -2.5313 -1.3982 2.2311
O -2.9842 -2.0032 3.1707
O -1.4870 -0.5557 2.3248
C -0.9366 -0.3884 3.6426
C -5.3331 -1.5487 -0.2280
O -5.4688 -0.3782 -0.4865
O -6.2386 -2.4816 -0.5551
C -7.3625 -1.9987 -1.2992
C -2.4101 -5.3894 -0.8131
O -3.0343 -5.7214 -1.7825
O -1.7647 -6.2977 -0.0676
C -0.8264 -5.8517 0.9204
H 0.9661 -1.8160 -3.9651
H -0.1758 -2.9757 -4.6897
H 1.0416 -3.5514 -3.5236
H -4.9078 -6.0336 0.4258
H -5.3409 -4.7790 -0.7603
H -6.1615 -4.8399 0.8240
H -3.7481 -1.7606 -2.3119
H -2.5595 -0.6717 -3.0534
H -3.8415 -0.0062 -2.0044
H 0.0235 -0.8989 3.6833
H -1.6110 -0.7974 4.3897
H -0.7914 0.6785 3.7936
H -7.9409 -2.8804 -1.5578
H -7.0283 -1.4785 -2.1956
H -7.9528 -1.3160 -0.6890
H -0.4327 -6.7593 1.3689
H -1.3114 -5.2502 1.6897
H -0.0253 -5.2898 0.4420
O 3.4559 4.1229 1.4795
C 3.3019 3.3680 0.5462
O 2.2908 3.4058 -0.2961
C 4.3213 2.2864 0.2616
C 5.3178 2.0221 1.1929
C 6.1885 0.9739 0.9577
C 6.1208 0.1767 -0.1704
C 5.1286 0.4871 -1.0814
C 4.2327 1.5212 -0.8924
N 5.0090 -0.3374 -2.2986
O 5.6896 -1.3366 -2.3676
O 4.2318 0.0376 -3.1560
N 7.2331 0.6789 1.9592
O 7.1807 1.2821 3.0103
O 8.0694 -0.1482 1.6652
H 5.3953 2.6206 2.0889
H 6.8057 -0.6416 -0.3285
H 3.4719 1.7394 -1.6235
```



Record 5
ORCA calculation (ωB97M-V/def2-TZVPD) on 29 unconnected molecules or ions with the total composition C19H87F3IN4O31 in a non-equilibrium geometry.

HOMO-LUMO gap	8.196	eV
HOMO	-11.100	eV
electronic energy	-3924.4124	a.u.
charge	+1

The geometry in XYZ format:
```
145
C19H87F3IN4O31 (ωB97M-V/def2-TZVPD)
C 0.2323 -3.5098 0.5422
O -0.9454 -2.9988 -0.1441
C -0.5920 -1.9101 -1.0199
C -1.7997 -0.8487 -1.1609
C -1.5245 0.4062 -0.2024
N -1.8235 1.6788 -0.9661
C -0.6323 2.4253 -1.4609
C 0.2943 1.5582 -2.4660
C 1.3749 2.6065 -3.0326
F 1.4110 2.8316 -4.4155
C 2.2158 3.2944 -2.1281
F 2.6304 4.6217 -2.3140
F 2.6929 2.6662 -0.9523
C -3.0801 2.0518 -1.1991
N -4.1848 1.2516 -0.6824
C -4.4516 1.4960 0.7734
C -5.4736 1.5184 -1.3897
C -5.2254 1.7388 -2.9609
C -4.6772 0.4327 -3.7129
C -5.8718 -0.1971 -4.5526
O -5.9563 0.1357 -5.7625
N -6.8751 -1.1358 -4.0536
C -8.1898 -0.4916 -3.7906
C -6.3906 -1.9546 -2.9103
C -4.2886 3.0343 -3.1088
N -3.3770 3.2765 -1.9502
C -3.8132 4.4013 -1.0803
C -2.7700 4.7072 0.1216
O -3.0426 4.2775 1.2530
I -0.9440 5.8546 -0.1037
H 0.1267 -4.6442 0.5690
H 0.2162 -3.0701 1.5961
H 1.2143 -3.2624 0.0275
H 0.4099 -1.4252 -0.7243
H -0.4062 -2.3350 -2.0891
H -2.8378 -1.3165 -1.0109
H -1.7554 -0.4661 -2.2457
H -2.0465 0.3628 0.8021
H -0.3983 0.4063 0.0278
H -0.8618 3.4512 -1.8809
H 0.0264 2.6060 -0.5337
H 0.8797 0.8121 -1.8264
H -0.2942 1.0621 -3.3030
H -3.5071 1.7398 1.3678
H -5.2057 2.3151 0.9929
H -4.8326 0.4902 1.2085
H -6.0468 2.4332 -1.0137
H -6.1626 0.6188 -1.2030
H -6.2522 1.9765 -3.4166
H -4.2418 -0.3411 -2.9952
H -3.8524 0.7511 -4.4320
H -8.6261 -0.1465 -4.7818
H -8.9374 -1.2369 -3.3355
H -8.0909 0.3852 -3.0681
H -5.4103 -2.4929 -3.1348
H -7.1856 -2.7555 -2.6859
H -6.2825 -1.3617 -1.9326
H -5.0015 3.9361 -3.1473
H -3.7285 3.0697 -4.1242
H -4.8787 4.3218 -0.6838
H -3.7795 5.3475 -1.7352
O -6.0758 -1.1966 0.8525
H -6.9874 -0.9690 1.0883
H -5.7777 -1.7507 1.5827
O 4.1918 1.3189 1.7366
H 3.4200 1.8944 1.8018
H 4.5092 1.4556 0.8341
O -8.1696 -1.1635 2.7748
H -9.0846 -0.9338 3.0066
H -7.8744 -1.7176 3.5089
O 6.4037 -1.1007 1.1345
H 7.1711 -0.5361 0.9677
H 5.6766 -0.4780 1.2530
O 5.8514 -3.8626 0.2550
H 5.7930 -3.0062 0.7020
H 6.6723 -3.8069 -0.2482
O -6.8241 4.3780 -1.5093
H -7.5083 4.2448 -2.1780
H -7.2525 4.9357 -0.8465
O 8.8156 -0.8064 2.4913
H 8.0945 -1.3780 2.7855
H 9.5189 -0.9641 3.1355
O 7.8767 -5.4100 2.5287
H 7.9732 -5.6769 1.6067
H 6.9483 -5.1597 2.6019
O 1.1243 -4.9430 3.1600
H 1.3462 -5.8418 3.4361
H 1.4260 -4.3922 3.8944
O 3.8668 -0.4904 4.0997
H 3.0956 0.0853 4.1640
H 4.1844 -0.3551 3.1971
O -10.8110 -0.2920 2.3192
H -10.7219 -0.5459 1.3923
H -11.7405 -0.0500 2.4075
O 9.9569 -0.2341 -0.2016
H 9.7354 -0.0562 0.7205
H 9.5824 -1.1117 -0.3660
O -1.7448 -2.8871 -4.0025
H -0.9114 -3.3471 -3.8404
H -2.1880 -3.4343 -4.6625
O 4.0594 2.6563 4.9548
H 4.3914 2.1055 4.2351
H 4.6745 2.4838 5.6831
O -6.4861 0.9871 3.5710
H -7.1557 0.2858 3.4946
H -5.9607 0.7267 4.3381
O 3.1453 -3.7669 1.2091
H 3.8892 -4.3816 1.2562
H 2.4130 -4.2534 1.6142
O 0.4840 -2.4096 -5.8732
H 1.2479 -1.8434 -6.0370
H -0.2461 -1.7903 -5.7510
O 5.8223 3.5796 0.0487
H 4.8756 3.6973 -0.0932
H 6.0994 4.4052 0.4637
O -0.9082 -6.2831 5.0903
H -1.6812 -5.7110 5.1582
H -0.5933 -6.1436 4.1891
O 6.1656 2.1295 6.9114
H 6.9917 2.3573 7.3518
H 6.2315 1.1739 6.7710
O 6.1140 -0.3879 8.2285
H 5.1522 -0.3812 8.1477
H 6.2696 -0.2612 9.1719
O 10.3004 -3.0620 -0.6990
H 10.6247 -3.6165 -1.4195
H 10.9130 -3.2385 0.0245
O -3.1806 4.4019 -5.8856
H -2.2243 4.4065 -6.0117
H -3.4461 5.3114 -6.0806
O 10.5282 0.8103 3.9824
H 9.7572 1.3864 4.0488
H 10.8460 0.9489 3.0817
O 13.0788 -3.7489 -0.8214
H 14.0343 -3.7600 -0.9533
H 12.8239 -2.8388 -1.0230
O -7.8766 1.8866 6.2239
H -8.6539 2.4518 6.3025
H -7.5654 2.0398 5.3209
O 10.5739 -6.0141 -0.7345
H 11.4056 -5.7920 -0.2962
H 10.6317 -6.9664 -0.8767
O -4.5735 6.9079 -7.1367
H -5.3462 7.4809 -7.0697
H -4.2533 7.0510 -8.0356
```



Record 6
ORCA calculation (ωB97M-V/def2-TZVPD) on a single C4H8N2 molecule.

HOMO-LUMO gap	10.412	eV
HOMO	-9.226	eV
electronic energy	-266.6569	a.u.
SMILES	C/N=C/[C@H]1CN1
energy relative to the best compared isomer or geometry (same formula, charge and spin)	171.0	kJ/mol

The geometry in XYZ format:
```
14
C4H8N2 (ωB97M-V/def2-TZVPD)
C 2.2059 -0.0207 -0.0820
N 1.4903 -1.2541 0.1793
C 0.9984 -0.3710 -0.8728
C -0.3145 0.2725 -0.5988
C -2.2074 0.4254 0.7315
N -0.7897 0.2240 0.5727
H 3.1884 -0.1509 -0.5288
H 2.1083 0.8051 0.6197
H 0.8643 -1.1130 0.9755
H 1.0994 -0.7509 -1.8874
H -0.8941 0.6476 -1.4566
H -2.6139 -0.5852 0.8483
H -2.6919 0.8894 -0.1414
H -2.4435 0.9819 1.6409
```



- The highest electronic energy belongs to which entry?
  C4H8N2



- Look up the electronic energy of the fourth one.
  -8082.8367 a.u.



- Which value of electronic energy does entry 1 give?
  -383.5442 a.u.